[1]
This record from OMol25 describes a molecular structure, C13H11F5OS2Sn. The level of theory is ωB97M-V with the def2-TZVPD basis set.

The charge is +2. As for the gap between HOMO and LUMO (spin up / spin down): 0.2499 / 0.1732 Ha. The calculation puts the lowest unoccupied orbital energy (spin up / spin down) at -0.3021 / -0.3727 hartree. Its HOMO energy (spin up / spin down) is -15.0 / -14.9 eV. The value obtained for the energy relative to the best compared isomer or geometry (same formula, charge and spin) is 9.0 kcal per mole.

Each line ends with the Mulliken charge.
Element x y z (Å)
Sn  -1.06419  -0.78404  -0.22312  1.09
C  -3.50214  -1.93957  -2.74622  -0.25
C  -3.52076  -0.51827  -2.66727  -0.47
C  -3.85415  -0.17783  -1.38516  -0.52
C  -3.99398  -1.44822  -0.59840  -0.53
C  -3.75756  -2.48847  -1.45201  -0.52
H  -3.41985  -2.51229  -3.65548  0.49
H  -3.40525  0.14571  -3.50684  0.46
H  -4.16681  0.79478  -1.03364  0.51
H  -4.37123  -1.50580  0.41464  0.54
H  -3.86600  -3.53852  -1.24361  0.46
F  4.80198  3.04986  -2.18551  -0.20
C  4.04910  2.02576  -1.86835  0.59
C  2.68780  2.23069  -1.57361  -0.03
F  2.17988  3.44680  -1.56559  -0.24
C  1.88381  1.14388  -1.28413  0.47
F  0.55898  1.32068  -1.02342  -0.26
C  2.38193  -0.16150  -1.25727  0.21
S  1.36835  -1.55572  -0.99993  -0.17
C  3.75677  -0.34350  -1.49639  0.26
F  4.25256  -1.56137  -1.40822  -0.25
C  4.58613  0.73236  -1.80878  0.26
F  5.86241  0.52656  -2.04373  -0.22
C  0.81787  -0.83835  3.90471  -0.96
S  0.56619  0.58704  2.81926  0.47
C  -0.60997  1.53654  3.81351  -0.99
O  -0.36636  -0.01731  1.70388  -0.43
H  -0.10174  -1.10398  4.41478  0.33
H  1.58315  -0.58263  4.63010  0.41
H  1.16984  -1.67704  3.30862  0.34
H  -1.29544  0.87503  4.33327  0.34
H  -1.15866  2.20553  3.15453  0.36
H  -0.05268  2.13318  4.52939  0.42


[2]
This record from OMol25 describes 4 unconnected molecules or ions with the total composition C8H24O8. The level of theory is ωB97M-V with the def2-TZVPD basis set.

The charge is +1. As for the gap between HOMO and LUMO (spin up / spin down): 0.3650 / 0.1074 Ha. The calculation puts the lowest unoccupied orbital energy (spin up / spin down) at -0.0873 / -0.3448 hartree. Its HOMO energy (spin up / spin down) is -12.3 / -12.3 eV. Its spin multiplicity is 2. As for the expectation value of S²: 0.756. The value obtained for the energy relative to the best compared isomer or geometry (same formula, charge and spin) is 0.0 kcal per mole.

Each line ends with the Mulliken charge.
Element x y z (Å)
C  -0.06443  -3.63757  -5.12555  -0.54
C  -0.05829  -2.68206  -3.91991  -0.05
O  1.14553  -1.85089  -3.81876  -0.51
O  -0.50692  -2.76575  -6.20161  -0.53
H  -0.67731  -4.53872  -5.14589  0.31
H  0.96691  -3.81585  -5.42994  0.25
H  -0.07930  -3.25325  -2.99180  0.22
H  -0.96673  -2.08084  -3.88293  0.27
H  1.25529  -1.41032  -4.66461  0.29
H  -1.44418  -2.58503  -6.09914  0.30
C  1.69123  3.09779  1.46050  -0.14
C  2.56002  2.84288  2.71970  -0.53
O  1.83266  2.00826  3.71316  -0.43
O  1.43267  1.94761  0.71467  -0.35
H  2.20945  3.95083  1.02245  0.36
H  0.71137  3.45466  1.77767  0.21
H  2.86903  3.67491  3.35242  0.44
H  3.45243  2.24715  2.52783  0.26
H  1.54843  2.59391  4.41873  0.34
H  1.15740  1.34681  1.41099  0.21
C  -2.16808  1.33137  1.87145  -0.05
C  -3.33968  2.38867  2.13414  -0.66
O  -2.79406  3.71646  2.31124  -0.51
O  -1.39143  0.98692  3.04760  -0.24
H  -1.59831  1.60022  0.98197  0.30
H  -2.63333  0.37969  1.61465  0.38
H  -3.86992  2.16499  3.05984  0.29
H  -4.09375  2.52335  1.35868  0.39
H  -3.00282  4.30575  1.58271  0.32
H  -1.01022  0.13299  2.83059  0.53
C  -0.16110  -2.08070  0.80861  -0.49
C  0.75886  -1.80947  -0.37267  -0.11
O  2.14859  -1.87816  0.05895  -0.60
O  -0.00723  -1.04775  1.76462  -0.54
H  0.21200  -2.93016  1.38071  0.30
H  -1.19591  -2.15979  0.47542  0.36
H  0.65595  -0.83360  -0.84720  0.34
H  0.71882  -2.63711  -1.08084  0.08
H  2.78600  -1.69448  -0.63501  0.32
H  0.95036  -1.00371  1.81656  0.21


[3]
This record from OMol25 describes a molecular structure, C35H56N11O3P2Sr. The level of theory is ωB97M-V with the def2-TZVPD basis set.

The charge is +1. As for the gap between HOMO and LUMO: 0.3114 Ha. The calculation puts the lowest unoccupied orbital energy at -0.0590 hartree. Its HOMO energy is -10.1 eV. The value obtained for the energy relative to the best compared isomer or geometry (same formula, charge and spin) is 21.0 kcal per mole.

Each line ends with the Mulliken charge.
Element x y z (Å)
Sr  0.25104  -0.58851  -0.04685  0.80
N  -2.54424  2.66120  -2.16543  -0.23
P  -1.25782  2.22916  -1.08162  1.77
C  -1.54242  3.31613  0.35179  -0.09
C  -1.74775  4.68870  0.24427  -0.24
C  -1.96179  5.45097  1.38229  -0.80
C  -1.97458  4.84558  2.63345  -0.57
C  -1.79034  3.47512  2.74617  -0.45
C  -1.58429  2.71386  1.60469  0.16
C  0.10057  3.09583  -1.96701  0.39
C  0.35571  2.72874  -3.28989  -0.42
C  1.43377  3.25385  -3.98245  -0.94
C  2.29384  4.14450  -3.35327  -0.61
C  2.06529  4.49946  -2.03289  -0.65
C  0.97816  3.97796  -1.34298  -0.70
C  -3.77913  2.07693  -1.90810  -0.01
C  -4.82898  2.08106  -2.82957  -0.82
C  -6.00324  1.45587  -2.46453  -0.42
C  -6.11034  0.85663  -1.21284  -0.79
C  -5.01555  0.92196  -0.37181  -0.33
N  -3.87455  1.52025  -0.70781  0.17
H  -2.32548  2.88678  -3.12264  0.30
H  -1.74243  5.15983  -0.73169  0.48
H  -2.12257  6.51765  1.29564  0.41
H  -2.14312  5.44407  3.51946  0.41
H  -1.83211  2.99792  3.71789  0.45
H  -1.51362  1.63448  1.67963  -0.20
H  -0.28457  2.00201  -3.78165  0.27
H  1.60651  2.96672  -5.01182  0.46
H  3.13397  4.56325  -3.89212  0.42
H  2.72912  5.19714  -1.53752  0.47
H  0.81138  4.27280  -0.31461  0.36
H  -4.72028  2.55707  -3.79529  0.45
H  -6.83707  1.43351  -3.15443  0.43
H  -7.01862  0.36132  -0.90139  0.45
H  -5.03807  0.47658  0.61714  0.38
C  5.98330  0.51258  -0.84215  -1.16
N  4.58449  0.84435  -0.62506  0.98
C  4.35686  2.22690  -0.21984  -0.87
P  3.31530  -0.16759  -0.99620  -0.62
O  2.11736  0.64070  -1.35673  -0.24
N  3.86056  -1.18017  -2.14330  0.82
C  4.30360  -0.48431  -3.36110  -1.10
C  4.14391  -2.60483  -2.13665  -0.78
N  3.02535  -0.92284  0.58275  1.07
C  4.31736  -1.44263  1.08661  -1.52
C  2.52706  0.03347  1.56992  -2.05
H  6.41242  1.10730  -1.65507  0.28
H  6.09693  -0.54059  -1.09028  0.33
H  6.56690  0.71144  0.06098  0.40
H  4.83067  2.91609  -0.92549  0.41
H  4.77889  2.41590  0.77218  0.30
H  3.29241  2.44740  -0.21269  -0.12
H  4.10226  0.58357  -3.29326  0.27
H  3.75975  -0.88024  -4.21954  0.43
H  5.37468  -0.63325  -3.51623  0.38
H  3.49578  -3.11081  -1.43967  0.00
H  5.19767  -2.80438  -1.91154  0.25
H  3.92652  -3.00186  -3.12869  0.35
H  4.78296  -2.10748  0.36048  0.25
H  4.14331  -2.02373  1.99387  0.39
H  5.02064  -0.64201  1.32360  0.55
H  1.93690  0.83440  1.14811  0.99
H  3.42324  0.50377  1.98345  0.32
H  1.93276  -0.48109  2.34333  0.34
O  1.35469  -2.60372  -0.91135  -0.43
C  1.55946  -2.98365  0.26792  0.07
C  2.52736  -4.13693  0.56657  -0.64
C  2.31297  -4.38326  2.04844  -0.91
C  1.21005  -3.40632  2.40421  0.01
O  0.82799  -3.19518  3.53269  -0.68
N  0.69570  -2.76741  1.26580  0.32
H  3.56124  -3.99349  0.27241  0.41
H  2.12402  -4.94030  -0.05415  0.53
H  3.17181  -4.13908  2.67457  0.26
H  2.01796  -5.40194  2.29353  0.35
C  -2.97915  0.34316  6.11368  -1.00
N  -1.81166  0.16925  5.25673  0.18
C  -0.52346  -0.07703  5.89940  -0.75
C  -1.97157  -0.16692  3.99254  0.29
N  -2.10897  -0.45282  2.87934  -0.62
H  -3.14037  -0.54103  6.73473  0.33
H  -3.85984  0.51290  5.50009  0.35
H  -2.82617  1.20839  6.75834  0.31
H  -0.56096  -0.98099  6.51081  0.32
H  -0.26848  0.77540  6.52878  0.31
H  0.24248  -0.20553  5.13950  0.14
C  -2.25722  -1.13338  -2.78877  -0.17
N  -2.62082  -2.33904  -2.06691  0.03
C  -1.83408  -3.49438  -2.51034  -0.88
C  -2.71376  -2.19339  -0.68236  0.15
N  -2.18741  -1.16820  -0.09144  1.21
N  -3.39617  -3.17624  -0.02927  0.37
C  -4.26294  -4.13776  -0.68374  -1.34
C  -3.21906  -3.32823  1.40620  -1.10
H  -2.37203  -1.32704  -3.85488  0.38
H  -1.21359  -0.82317  -2.61851  -0.02
H  -2.90830  -0.31558  -2.49251  -0.13
H  -0.76572  -3.35061  -2.30551  0.14
H  -1.97460  -3.62529  -3.58267  0.38
H  -2.15922  -4.40183  -2.01041  0.27
H  -2.43917  -1.15535  0.89473  -0.97
H  -4.46977  -3.81700  -1.70007  0.38
H  -5.20719  -4.19824  -0.13941  0.43
H  -3.81708  -5.13664  -0.70040  0.40
H  -2.18736  -3.11554  1.68883  0.25
H  -3.44809  -4.35823  1.67466  0.42
H  -3.87775  -2.66477  1.97418  0.25


[4]
This record from OMol25 describes a molecular structure, C6H7FeLiO6. The level of theory is ωB97M-V with the def2-TZVPD basis set.

The charge is +1. As for the gap between HOMO and LUMO (spin up / spin down): 0.2682 / 0.2980 Ha. The calculation puts the lowest unoccupied orbital energy (spin up / spin down) at -0.1875 / -0.2050 hartree. Its HOMO energy (spin up / spin down) is -12.4 / -13.7 eV. Its spin multiplicity is 6. As for the expectation value of S²: 8.765. The value obtained for the energy relative to the best compared isomer or geometry (same formula, charge and spin) is 0.0 kcal per mole.

Each line ends with the Mulliken charge.
Element x y z (Å)
Fe  -1.99534  0.11437  2.54507  0.97
O  -2.07061  -0.73433  0.66357  -0.89
O  -2.82103  0.72298  -0.90137  -0.33
C  -2.11657  0.05902  -1.96757  -0.42
C  -0.82862  0.80350  -2.29710  -0.36
O  -3.13283  1.08602  1.25047  -0.80
C  -2.67600  0.33852  0.34366  1.48
H  -1.92288  -0.98349  -1.69178  0.29
H  -2.79619  0.08892  -2.82477  0.35
H  -1.03830  1.85784  -2.50963  0.28
H  -0.40510  0.34055  -3.20010  0.35
Li  -0.11983  -1.10288  0.73772  0.94
O  0.58454  -0.46004  -0.84873  -0.84
O  0.57237  1.75597  -0.62076  -0.56
C  1.65005  1.61918  1.22978  -0.47
C  0.47938  1.47856  2.02612  0.24
O  -0.12723  0.34918  2.22001  -0.79
C  0.20202  0.67881  -1.18717  0.68
H  2.33023  0.76986  1.15215  0.28
H  2.09139  2.61366  1.18625  0.28
H  -0.03182  2.40614  2.31623  0.33


[5]
This record from OMol25 describes a molecular structure, C27H42ClINOP2ReSi2Te. The level of theory is ωB97M-V with the def2-TZVPD basis set.

The charge is +3. As for the gap between HOMO and LUMO (spin up / spin down): 0.2007 / 0.1985 Ha. The calculation puts the lowest unoccupied orbital energy (spin up / spin down) at -0.3864 / -0.3942 hartree. Its HOMO energy (spin up / spin down) is -16.0 / -16.1 eV. Its spin multiplicity is 4. As for the expectation value of S²: 4.142. The value obtained for the energy relative to the best compared isomer or geometry (same formula, charge and spin) is 49.7 kcal per mole.

Each line ends with the Mulliken charge.
Element x y z (Å)
Re  0.95299  -0.62121  0.77360  0.79
Cl  1.61565  -7.32524  -0.95502  -0.18
C  1.07198  -5.70978  -0.79412  0.42
C  -0.15639  -5.34837  -1.26508  -0.57
C  -0.61836  -4.00857  -1.15771  0.00
I  -2.47653  -3.53504  -1.92789  0.25
C  0.16168  -3.07422  -0.54656  0.00
O  -0.14938  -1.74240  -0.41641  -0.11
C  1.40584  -3.44162  -0.04991  0.33
N  2.10881  -2.42333  0.55087  -0.01
C  3.35061  -2.68737  0.96963  0.01
C  3.93428  -3.94198  0.85632  -1.11
C  3.21192  -4.97878  0.30813  -0.69
C  1.91409  -4.74345  -0.16966  -0.14
H  -0.78188  -6.09385  -1.73734  0.46
H  3.90843  -1.87032  1.39698  0.41
H  4.94718  -4.08720  1.20413  0.48
H  3.64124  -5.97022  0.22904  0.51
C  3.55347  -0.21673  3.41492  -1.60
P  1.79086  -0.55511  3.08722  1.04
C  1.40363  -2.15719  3.83107  -1.30
C  0.86219  0.69377  3.98592  0.52
C  0.77007  0.69135  5.37432  -0.88
C  0.06025  1.69767  6.01507  -0.89
C  -0.54432  2.70576  5.27507  -0.77
C  -0.42757  2.72976  3.89126  -0.92
C  0.28412  1.72371  3.24237  0.32
P  0.63315  1.73945  1.46992  1.44
C  -0.54367  2.90722  0.75964  -1.25
C  2.22462  2.59718  1.24004  -1.16
H  3.91919  -0.93141  4.15401  0.48
H  3.63469  0.78829  3.82796  0.50
H  4.18334  -0.27211  2.53032  0.51
H  1.49911  -2.08036  4.91473  0.54
H  2.09647  -2.91698  3.47173  0.37
H  0.38305  -2.45446  3.58998  0.40
H  1.23214  -0.08736  5.96919  0.38
H  -0.02608  1.69154  7.09365  0.45
H  -1.10447  3.48223  5.77955  0.45
H  -0.89634  3.53434  3.34114  0.36
H  -0.37629  3.88224  1.21975  0.60
H  -1.57181  2.59221  0.93875  0.49
H  -0.35954  2.99973  -0.30983  0.08
H  2.20528  3.52461  1.81518  0.45
H  2.37105  2.83196  0.18431  0.41
H  3.06507  1.99238  1.57864  0.25
C  1.58907  -0.01906  -5.09861  -1.06
Si  1.00530  0.71636  -3.52403  -0.21
C  0.74488  2.53684  -3.62979  -0.91
C  2.18063  0.30884  -2.12104  0.08
C  -0.64962  -0.16258  -3.13569  -0.56
Te  -1.62270  0.31277  -1.35498  0.19
C  -2.66036  1.97479  -2.03856  -0.76
Si  -4.58756  1.61334  -1.89058  0.11
C  -4.97576  0.12284  -2.90803  -0.85
C  -4.88429  1.34415  -0.07947  -0.95
C  -5.39355  3.14142  -2.51001  -1.04
H  2.54048  0.42155  -5.40925  0.37
H  0.86441  0.17126  -5.89422  0.36
H  1.73092  -1.09877  -5.01376  0.36
H  1.68727  3.01963  -3.90528  0.39
H  0.40453  2.99358  -2.69550  0.25
H  0.01923  2.78471  -4.40863  0.36
H  3.07389  0.93856  -2.15584  0.56
H  2.49859  -0.73679  -2.14676  0.27
H  1.69610  0.52368  -1.14781  -0.84
H  -0.48573  -1.24185  -3.11393  0.32
H  -1.36892  0.07115  -3.92685  0.61
H  -2.36371  2.19521  -3.06384  0.45
H  -2.51996  2.85024  -1.40134  0.38
H  -4.55692  -0.80408  -2.50094  0.17
H  -4.63209  0.24196  -3.93897  0.34
H  -6.06168  -0.00544  -2.94001  0.40
H  -4.14459  0.71107  0.42113  0.31
H  -5.85006  0.85457  0.07244  0.37
H  -4.92223  2.30416  0.44200  0.31
H  -5.09643  3.34472  -3.54172  0.35
H  -5.14068  4.00764  -1.89517  0.35
H  -6.48223  3.03278  -2.49983  0.36


[6]
This record from OMol25 describes a molecular structure, C5H5CsO. The level of theory is ωB97M-V with the def2-TZVPD basis set.

The charge is +1. As for the gap between HOMO and LUMO (spin up / spin down): 0.2672 / 0.3515 Ha. The calculation puts the lowest unoccupied orbital energy (spin up / spin down) at -0.1253 / -0.1244 hartree. Its HOMO energy (spin up / spin down) is -10.7 / -12.9 eV. Its spin multiplicity is 2. As for the expectation value of S²: 0.756. The value obtained for the energy relative to the best compared isomer or geometry (same formula, charge and spin) is 108.8 kcal per mole.

Each line ends with the Mulliken charge.
Element x y z (Å)
C  -2.61522  -0.25097  -3.61178  -0.08
C  -3.02818  0.33944  -2.39938  -0.41
C  -2.04189  -1.55526  -2.81934  0.08
O  -1.11720  -1.54666  -2.02644  -0.46
Cs  0.95526  -0.81055  1.25651  0.98
H  -1.90816  0.26716  -4.27821  0.28
H  -3.63821  -0.48471  -4.00579  0.28
H  -2.48441  -2.51238  -3.15188  0.33
C  3.32574  1.09914  4.34502  -0.06
C  3.97691  1.66212  5.29954  -0.44
H  4.45744  1.04125  6.06942  0.26
H  4.11793  2.75141  5.32234  0.26